A cluster of 2 separate species, C2H4OS3 in total in a non-equilibrium geometry, computed with the ωB97M-V functional and the def2-TZVPD basis.

Last column: Mulliken charge in e.
CARTESIAN COORDINATES (ANGSTROEM)
S -0.29984 -1.65350 1.37637  -0.2634
S 3.66733 0.64545 0.06028  0.4658
S 2.00703 1.16011 0.99916  -0.1196
O 3.56476 0.76631 -1.37301  -0.3665
C -1.51199 -0.98617 0.62920  0.0299
C -1.26988 0.06749 -0.39881  -0.9064
H -1.18980 1.05496 0.07956  0.2573
H -2.05728 0.01286 -1.11349  0.3351
H -2.59178 -1.12221 0.71376  0.2884
H -0.31855 0.05471 -0.97301  0.2793

ΔE to the lowest compared entry with this formula, charge and spin ... 2.010 eV
Charge ... 0
Kohn-Sham gap (alpha / beta) ... 0.247 / 0.247 Ha



A structure of composition C3H3Br2F in a non-equilibrium geometry, computed with the ωB97M-V functional and the def2-TZVPD basis.

Last column: Mulliken charge in e.
CARTESIAN COORDINATES (ANGSTROEM)
Br -1.79561 1.62049 0.52206  -0.0814
Br -2.05157 -1.37235 -0.32700  -0.0435
F 0.91524 -1.29365 1.21794  -0.2267
C 0.37357 0.11454 -0.67129  -0.5617
C -1.20463 0.25152 -0.64770  0.0597
C 1.02934 -0.05177 0.69123  -0.1120
H 0.47070 -0.89988 -1.06550  0.3060
H 1.33398 0.66976 1.47760  0.3897
H 0.92896 0.96133 -1.19734  0.2698

ΔE to the lowest compared entry with this formula, charge and spin ... 2.646 eV
Charge ... 0
Kohn-Sham gap (alpha / beta) ... 0.325 / 0.272 Ha



A structure of composition C33H25CsFN6O2S in a non-equilibrium geometry, computed with the ωB97M-V functional and the def2-TZVPD basis.

Last column: Mulliken charge in e.
CARTESIAN COORDINATES (ANGSTROEM)
Cs 13.09694 15.85148 4.32890  1.1593
S 13.93181 21.25569 6.21897  -0.1638
F 17.39870 12.44337 9.05027  -0.3982
O 11.53859 6.46136 10.54976  -0.4314
O 10.25933 15.36971 4.84425  -0.7985
N 11.89161 13.32862 4.96299  0.1678
N 8.45514 10.78601 7.13657  -0.7547
N 8.95990 9.60645 6.85240  -0.2246
N 17.40421 18.00072 5.80292  -0.0082
N 13.79563 18.76173 5.40028  -0.1101
N 15.73720 16.51601 5.87548  0.0962
C 10.77725 7.16716 9.65723  0.8491
C 18.50858 14.00631 5.87313  -0.7264
C 10.95486 10.68553 5.28804  -0.1675
C 16.92350 15.79085 5.98734  0.3453
C 9.79852 14.35093 5.47781  0.2457
C 17.18290 14.39528 6.04911  -0.4942
C 12.63534 12.28681 4.65112  -0.2451
C 18.01707 16.69866 5.89813  0.4841
C 10.63930 13.15235 5.42782  -0.0497
C 13.14786 15.46996 7.74838  -1.8007
C 7.98808 13.03586 6.51121  -0.5101
C 9.32425 9.09364 9.22253  -0.2857
C 9.23086 8.73702 7.89905  0.1804
C 16.06024 17.82509 5.88815  0.3510
C 13.91082 13.26733 8.67326  -0.7430
C 12.29291 5.40313 9.94613  -0.7807
C 10.16954 11.85600 5.67753  0.6236
C 15.28036 20.21948 6.43578  -0.3783
C 9.82586 7.52275 7.47829  -0.5495
C 10.61216 6.78886 8.31001  -0.4343
C 12.20275 10.96666 4.68528  -0.7330
C 14.94878 12.46949 9.10899  -0.5031
C 10.00984 8.27183 10.14494  -0.6105
C 19.35110 16.29288 5.75298  -1.0125
C 16.24008 14.46901 9.53933  -0.4074
C 15.11998 18.94770 5.85795  -0.5168
C 16.19088 13.10382 9.33998  0.3976
C 13.08344 19.86298 5.53690  -0.2315
C 19.54191 14.92207 5.73412  -0.2576
C 8.86077 11.81831 6.39456  0.2398
C 15.21043 15.30235 9.00524  -0.6560
C 8.50493 14.23547 6.09658  -0.7565
C 14.02102 14.71016 8.44573  1.1755
H 11.66920 4.50624 9.69064  0.2980
H 20.20951 16.92488 5.64455  0.3989
H 8.93615 10.06461 9.50585  0.3508
H 13.30926 16.50452 7.59387  0.3371
H 13.00963 5.06382 10.65173  0.2605
H 10.64497 9.63532 5.38329  0.4249
H 9.92871 8.40959 11.20171  0.4039
H 17.10677 14.95376 9.99186  0.3560
H 16.25314 20.52475 6.87686  0.3343
H 8.00839 15.19640 6.13456  0.3604
H 11.15748 5.91904 8.01075  0.3254
H 7.07185 12.91793 7.11301  0.3588
H 14.72305 11.36611 9.12107  0.3110
H 16.36588 13.66818 6.10173  0.4159
H 12.99042 12.74883 8.40744  0.3903
H 12.79747 10.24904 4.09606  0.3173
H 12.04151 19.85497 5.23644  0.4515
H 20.56415 14.54117 5.47906  0.2758
H 9.83626 7.31636 6.36173  0.2516
H 17.90023 18.90922 5.76535  0.2623
H 12.22918 15.00970 7.37304  0.1872
H 15.31774 16.38410 9.08666  0.3655
H 18.67702 12.94274 5.77116  0.3927
H 13.60604 12.47721 4.21781  0.2672
H 12.75940 5.76311 9.03012  0.3269

ΔE to the lowest compared entry with this formula, charge and spin ... 1.119 eV
Charge ... -1
Kohn-Sham gap ... 0.113 Ha



A structure of composition C2H4I2O in a non-equilibrium geometry, computed with the ωB97M-V functional and the def2-TZVPD basis.

Last column: Mulliken charge in e.
CARTESIAN COORDINATES (ANGSTROEM)
I -2.68801 1.72461 -0.06796  0.1110
I -2.36945 -2.00933 -0.03898  -0.0283
O -1.19294 0.14771 1.71403  -0.4259
C -1.33066 0.14633 0.40571  -0.1324
C -0.10388 0.29771 -0.51790  -0.9547
H -1.01916 -0.87358 2.02782  0.4097
H -0.47276 0.26767 -1.63607  0.3428
H 0.60318 -0.54313 -0.45333  0.3027
H 0.35617 1.23726 -0.22602  0.3750

ΔE to the lowest compared entry with this formula, charge and spin ... 0.733 eV
Charge ... 0
Kohn-Sham gap ... 0.315 Ha



An isolated molecule of C2H4ClN in a non-equilibrium geometry, computed with the ωB97M-V functional and the def2-TZVPD basis.

Last column: Mulliken charge in e.
CARTESIAN COORDINATES (ANGSTROEM)
Cl -2.49494 1.13191 1.70332  -0.1748
N -0.46023 -0.04395 0.37594  -0.1425
C -1.22973 1.03536 0.60404  -0.1126
C 0.71372 -0.48279 -0.37221  -0.5234
H 1.24267 -1.33484 -0.01314  0.2604
H -1.47867 1.71011 -0.19908  0.3202
H -0.59475 -0.59269 1.14262  0.1674
H 0.80500 -0.09973 -1.46441  0.2052

ΔE to the lowest compared entry with this formula, charge and spin ... 3.160 eV
Charge ... 0
Kohn-Sham gap (alpha / beta) ... 0.302 / 0.285 Ha



A structure of composition C19H14AsF3GeN2ReS6 in a non-equilibrium geometry, computed with the ωB97M-V functional and the def2-TZVPD basis.

Last column: Mulliken charge in e.
CARTESIAN COORDINATES (ANGSTROEM)
Re 1.40436 1.43059 0.03225  -0.2604
As 4.64577 3.27115 0.09793  0.5510
Ge 1.56691 -1.21075 0.74315  0.9937
S -0.40206 1.24634 -1.33560  -0.0622
S 3.15705 0.06963 -0.93882  0.0000
S 4.93877 1.51153 1.40187  0.0461
S 2.98360 1.93655 -1.68893  -0.0709
S 3.06669 2.54124 1.55053  0.2079
S 0.00694 1.74897 2.20785  -0.1195
F -1.48706 4.31725 -4.20046  -0.1970
F -2.32683 2.51956 -3.19677  -0.2587
F -3.10469 4.55397 -2.78249  -0.2042
N 0.52794 -0.97545 2.72338  -0.4344
N 0.59074 3.33165 -0.38245  -0.0764
C -1.79892 -3.25848 2.15955  -0.6707
C 2.35282 -4.25171 -0.86089  -0.5658
C 0.08789 -3.02070 0.47967  0.8854
C 1.84006 -4.67761 0.32837  -0.6651
C 0.70502 4.56286 0.08884  0.0693
C -1.19627 -2.62875 1.04604  1.6138
C -2.03006 -1.94208 0.10635  -0.4379
C -2.01365 3.87730 -3.07589  0.6594
C 0.69815 -2.47049 -0.75592  -0.5367
C 1.74947 -3.21380 -1.44640  -0.6023
C -3.97347 -2.29259 1.51122  -0.4113
C -3.10520 -2.86877 2.49711  -0.6393
C -3.40764 -1.89404 0.29407  -0.8225
C 0.31082 0.13383 2.63922  0.6186
C -0.30060 3.04193 -1.36311  0.4414
C -1.02561 4.04109 -1.96193  0.2867
C -0.05993 5.62175 -0.41940  -1.0107
C 0.75314 -4.10672 0.96379  -0.5850
C -0.82082 5.35766 -1.51779  -0.4364
H -0.01875 6.53333 0.18452  0.4288
H -1.24245 -3.94374 2.77011  0.3668
H 0.10431 -1.82536 -1.37058  0.4951
H 2.75584 -1.92162 1.47945  0.1531
H 2.24861 -2.65769 -2.24178  0.4707
H 3.35432 -4.61389 -1.12799  0.4294
H -3.98222 -1.47302 -0.57381  0.3835
H -1.62892 -1.53614 -0.79961  0.2781
H -5.07267 -2.25428 1.71739  0.3950
H -3.58702 -3.21717 3.46606  0.3878
H 1.43696 4.68912 0.87488  0.4610
H -1.39982 6.10232 -1.98959  0.5574
H 0.47217 -4.62296 1.85233  0.4086
H 2.22630 -5.56182 0.81432  0.4789

ΔE to the lowest compared entry with this formula, charge and spin ... 0.000 eV
Charge ... +3
Kohn-Sham gap (alpha / beta) ... 0.189 / 0.191 Ha